A single C20H25N3O molecule, computed with wB97M-V/def2-TZVPD.

Bonds (Å) are listed after each position.
Element x y z (Å)
1 C 9.26976 0.10513 0.42467  C2 1.521, H47 1.086, H48 1.087, H49 1.087
2 C 7.81421 0.51637 0.26488  C1 1.521, O3 1.412, H45 1.099, H46 1.099
3 O 7.04566 -0.66264 0.14875  C2 1.412, C4 1.363
4 C 5.69443 -0.55896 0.00723  O3 1.363, C5 1.396, C9 1.392
5 C 5.00035 -1.76632 -0.09272  C4 1.396, C6 1.376, H44 1.079
6 C 3.63186 -1.77688 -0.23486  C5 1.376, C7 1.398, H43 1.081
7 C 2.90483 -0.58409 -0.28198  C6 1.398, C8 1.395, C12 1.447
8 C 3.60794 0.61628 -0.18461  C7 1.395, C9 1.381, H11 1.079
9 C 4.98114 0.63589 -0.04241  C4 1.392, C8 1.381, H10 1.079
10 H 5.48745 1.58635 0.02885  C9 1.079
11 H 3.05289 1.54023 -0.22384  C8 1.079
12 C 1.46498 -0.61466 -0.41986  C7 1.447, N13 1.279, H42 1.093
13 N 0.79416 0.47367 -0.43695  C12 1.279, N14 1.324
14 N -0.51632 0.53144 -0.61413  N13 1.324, C15 1.447, C19 1.453
15 C -1.12982 1.79195 -0.25451  N14 1.447, C16 1.530, H40 1.097, H41 1.090
16 C -2.13684 1.56451 0.87513  C15 1.530, N17 1.458, H38 1.098, H39 1.092
17 N -3.21497 0.66396 0.48302  C16 1.458, C18 1.455, C24 1.451
18 C -2.83618 -0.20439 -0.62152  N17 1.455, C19 1.520, H22 1.094, H23 1.105
19 C -1.38144 -0.63237 -0.51777  N14 1.453, C18 1.520, H20 1.096, H21 1.100
20 H -1.14568 -1.32024 -1.33737  C19 1.096
21 H -1.21575 -1.15929 0.43402  C19 1.100
22 H -3.47819 -1.09001 -0.59076  C18 1.094
23 H -2.99560 0.28636 -1.59827  C18 1.105
24 C -4.48551 1.31582 0.22359  N17 1.451, C25 1.506, H36 1.095, H37 1.106
25 C -5.59823 0.30293 0.16178  C24 1.506, C26 1.387, C30 1.390
26 C -6.50800 0.29120 -0.88497  C25 1.387, C27 1.385, H35 1.081
27 C -7.52939 -0.64344 -0.91791  C26 1.385, C28 1.383, H34 1.080
28 C -7.64560 -1.58038 0.09331  C27 1.383, C29 1.386, H33 1.080
29 C -6.73778 -1.57777 1.14013  C28 1.386, C30 1.382, H32 1.080
30 C -5.72297 -0.64007 1.17532  C25 1.390, C29 1.382, H31 1.079
31 H -5.00757 -0.63226 1.98357  C30 1.079
32 H -6.82441 -2.30821 1.93139  C29 1.080
33 H -8.44025 -2.31139 0.06612  C28 1.080
34 H -8.23325 -0.64107 -1.73746  C27 1.080
35 H -6.42041 1.01879 -1.68001  C26 1.081
36 H -4.68478 2.00093 1.05406  C24 1.095
37 H -4.46995 1.90586 -0.71174  C24 1.106
38 H -1.60826 1.11469 1.72535  C16 1.098
39 H -2.55054 2.51906 1.20546  C16 1.092
40 H -1.63545 2.22362 -1.12726  C15 1.097
41 H -0.33663 2.47167 0.05796  C15 1.090
42 H 1.01416 -1.60652 -0.50478  C12 1.093
43 H 3.11133 -2.72140 -0.30990  C6 1.081
44 H 5.56508 -2.68490 -0.05480  C5 1.079
45 H 7.48700 1.09713 1.13915  C2 1.099
46 H 7.69262 1.13783 -0.63386  C2 1.099
47 H 9.89630 0.98766 0.51819  C1 1.086
48 H 9.38475 -0.51134 1.31202  C1 1.087
49 H 9.58884 -0.47072 -0.43969  C1 1.087

**Strongest force on any atom**: 1.0 eV Å⁻¹
**Net charge**: 0
**HOMO-LUMO gap**: 8.046 eV
**HOMO**: -0.264 hartree
**LUMO**: 0.9 eV
**SMILES string**: CCOc1ccc(/C=N/N2CCN(Cc3ccccc3)CC2)cc1
**Energy above the lowest of the compared OMol25 structures with the same formula, charge and spin**: 262.05 kJ/mol
**Calculated total energy**: -27662.0388 eV